DFT (ωB97M-V with the def2-TZVPD basis set) results for one molecule with the formula C18H23F2N5O3S.

Summary:
LUMO energy = 0.00492 hartree
relative energy (zero: lowest compared OMol25 entry of this formula, charge and spin) = 13.7 kcal per mole

ORCA input file:
```
! wB97M-V def2-TZVPD RIJCOSX def2/J DEFGRID3
* xyz 0 1
C -1.74685 2.91281 -1.12921
O -0.61695 2.21451 -0.61650
N -0.83921 0.85605 -0.74758
C 0.15238 0.12884 -0.40023
C 1.50384 0.60715 0.10461
O 2.52671 0.08149 -0.28588
N 1.46588 1.58305 1.04022
C 2.66622 2.11001 1.60653
C 2.88307 3.59352 1.62906
C 3.74520 2.71699 0.76229
C 5.04941 2.23226 1.33743
N 4.69877 1.90120 2.74113
C 5.67254 1.07483 3.36483
O 5.62631 -0.12937 3.33455
C 6.85748 1.81944 3.94035
C 6.50893 3.08807 4.70906
C 7.74631 3.81162 5.21192
C 8.55308 4.53779 4.09483
C 7.92500 5.84254 4.56687
F 8.74976 6.91590 4.68766
F 6.89111 6.24291 3.76246
C 7.44065 5.19318 5.85650
C 3.35910 1.29450 2.67545
C -0.05383 -1.31345 -0.51264
C 0.81284 -2.29979 -0.24038
S 0.10302 -3.86382 -0.49735
C -1.44254 -3.14585 -0.99141
N -2.43680 -3.85787 -1.32574
N -1.29781 -1.77535 -0.92454
H -1.52873 3.96845 -0.98863
H -1.87823 2.69763 -2.18965
H -2.64827 2.63958 -0.58016
H 0.59438 2.06266 1.19346
H 2.14825 4.19143 1.10633
H 3.30367 4.03672 2.52159
H 3.63252 2.75836 -0.31081
H 5.37718 1.34108 0.78871
H 5.84474 2.98131 1.31702
H 7.41283 1.11253 4.55751
H 7.50729 2.06747 3.09196
H 5.92608 3.75630 4.07089
H 5.86828 2.83724 5.56033
H 8.34777 3.15170 5.83692
H 9.62745 4.53646 4.26828
H 8.34170 4.26854 3.06082
H 6.40630 5.40031 6.12597
H 8.10213 5.43638 6.68578
H 2.87806 1.35810 3.65354
H 3.39056 0.24754 2.35918
H 1.83694 -2.17866 0.06423
H -3.24254 -3.29272 -1.58081
H -2.03909 -1.13849 -1.16416
*
```

Results of the Mulliken charge analysis, in e, for atoms 1 through 6:
1. C -0.563
2. O -0.253
3. N -0.433
4. C 0.405
5. C 0.772
6. O -0.620